10
Properties=species:S:1:pos:R:3:lowdin_charge:R:1 method="wB97M-V/def2-TZVPD" lumo_energy_ev=0.076 gap_ev=8.862 e_homo_ev=-8.7861
C 0.07329 0.44798 -0.13467 -0.93
C 1.51210 -0.19418 0.11519 -0.10
H -2.47231 1.03736 -0.14789 -0.23
H -0.95055 -1.31716 0.12881 0.06
H 1.76518 -0.36893 1.26911 0.13
H 2.55557 0.49850 -0.37630 0.20
N -0.96388 -0.37061 -0.23982 -0.43
F 1.12163 -1.61000 -0.34979 -0.19
S -2.67146 -0.20161 -0.07476 0.84
S 0.03044 2.07865 -0.18988 0.65

***

16
Properties=species:S:1:pos:R:3:lowdin_charge:R:1 method="wB97M-V/def2-TZVPD" lumo_energy_ev=0.917 gap_ev=7.350 e_homo_ev=-6.4339
C 1.43424 -0.76749 1.85565 -0.09
C 0.54014 -0.78861 0.66447 -0.17
N -0.73397 -0.43211 0.73345 -0.02
C -1.58037 -0.10987 -0.26612 -0.12
C -1.09705 0.45144 -1.53246 -0.30
C 0.12156 1.26632 -1.66465 -0.14
O 0.08368 -0.05436 -2.19478 -0.08
H 2.20825 0.00573 1.74463 0.07
H 1.96159 -1.71981 1.99104 0.07
H 0.87768 -0.54183 2.77389 0.07
H 0.91488 -0.99654 -0.32948 0.11
H -1.13135 -0.39696 1.67218 0.16
H -2.63213 -0.06609 -0.02222 0.09
H -1.90253 0.67598 -2.23225 0.13
H 0.16905 2.07087 -2.39845 0.11
H 0.76632 1.40334 -0.79490 0.10

***

79
Properties=species:S:1:pos:R:3:mulliken_spin:R:1 method="wB97M-V/def2-TZVPD" s_squared=6.03 spin_multiplicity=5 lumo_energy_ev="-4.049 / -5.292" gap_ev="6.294 / 5.513" e_homo_ev="-10.3426 / -10.8053" total_charge=+1
Os 0.65984 0.47265 1.55118 1.12
Te -1.88990 1.15063 2.52834 1.08
C 1.03012 -0.90333 2.89658 0.05
C 2.46400 -1.11206 2.61042 0.12
C 2.97476 -2.45853 2.96782 0.04
N 2.31437 -3.29087 3.68018 0.00
C 1.03772 -2.93492 4.09326 0.03
C 0.36204 -1.80461 3.74780 0.02
C -1.21307 1.16338 0.53269 0.17
P -0.84232 -0.52613 0.10197 0.02
C -0.40837 -0.88900 -1.60211 -0.06
C 0.81890 -0.45090 -2.09062 -0.01
C 1.18142 -0.73530 -3.39422 0.01
C 0.32323 -1.46420 -4.20961 0.00
C -0.89727 -1.90511 -3.71932 0.00
C -1.26866 -1.62399 -2.41283 0.00
C -1.99615 -1.79002 0.66535 -0.02
C -3.35817 -1.56921 0.84808 0.05
C -4.16495 -2.59403 1.32438 0.00
C -3.61843 -3.83768 1.60567 -0.01
C -2.25953 -4.06288 1.41652 0.01
C -1.44822 -3.04030 0.95433 0.02
P -1.68143 2.65931 -0.41782 0.03
C -0.70985 2.54276 -1.96376 0.00
C -1.27425 2.30894 -3.21863 0.00
C -0.49763 2.37450 -4.36591 0.00
C 0.85377 2.67848 -4.27448 0.00
C 1.42394 2.90914 -3.03099 0.01
C 0.65040 2.83605 -1.88302 0.02
C -3.37256 2.19567 -0.93896 0.02
C -3.71500 0.96382 -1.49928 0.00
C -5.02569 0.68456 -1.84853 0.00
C -6.01733 1.63807 -1.64321 0.00
C -5.69108 2.86517 -1.09051 0.00
C -4.37476 3.13996 -0.73716 0.00
H 3.02858 -0.43316 3.28132 -0.04
H 3.98105 -2.74316 2.66069 0.00
H 0.54923 -3.68496 4.70622 0.00
H -0.67460 -1.68413 4.03081 -0.01
H 1.49327 0.11847 -1.45014 0.06
H 2.13445 -0.38816 -3.77044 0.00
H 0.60831 -1.69230 -5.22814 0.00
H -1.56513 -2.47430 -4.35227 0.00
H -2.22303 -1.97836 -2.03932 0.00
H -3.79683 -0.60668 0.60717 0.04
H -5.22306 -2.41969 1.46779 0.00
H -4.24995 -4.63612 1.97212 0.00
H -1.83256 -5.03303 1.63349 0.00
H -0.38559 -3.21481 0.81613 0.00
H -2.33211 2.10619 -3.31504 0.00
H -0.95517 2.20770 -5.33263 0.00
H 1.45938 2.74580 -5.16922 0.00
H 2.47435 3.16842 -2.96326 0.00
H 1.10445 3.03569 -0.92145 -0.02
H -2.94882 0.21776 -1.68868 -0.01
H -5.27606 -0.27293 -2.28839 0.00
H -7.04144 1.42208 -1.91827 0.00
H -6.45885 3.61023 -0.92921 0.00
H -4.12438 4.09759 -0.29624 0.00
Cl 1.44520 2.48995 2.40252 0.17
C 1.22678 0.84104 5.77123 0.85
Cl -0.43437 0.69340 6.08796 0.11
H 1.54072 1.64062 5.12191 0.03
H 1.88983 0.23235 6.36243 0.01
C 5.11582 0.77847 2.25909 0.01
Ge 4.12160 0.40745 0.61525 0.01
C 3.86479 2.08781 -0.32802 0.02
C 5.07070 -0.85785 -0.53154 0.01
C 2.45961 -0.54412 1.16229 0.00
H 6.03799 1.29830 1.99526 0.00
H 5.38950 -0.12402 2.80759 0.00
H 4.54648 1.43471 2.92036 0.00
H 4.80718 2.63711 -0.27522 0.00
H 3.08905 2.70135 0.12874 -0.01
H 3.62933 1.92623 -1.37886 0.00
H 6.04969 -0.46818 -0.81155 0.00
H 4.50293 -1.03497 -1.44635 0.00
H 5.21625 -1.81464 -0.02914 0.00
H 2.31553 -1.38317 0.46940 0.05

***

102
Properties=species:S:1:pos:R:3:lowdin_charge:R:1 method="wB97M-V/def2-TZVPD" lumo_energy_ev=0.061 gap_ev=9.231 e_homo_ev=-9.1703
Hg 26.10742 -27.52057 -10.25194 1.10
B 27.33537 -26.17075 -11.74209 -0.46
H 26.15622 -26.23679 -11.89765 -0.05
H 27.80914 -27.29438 -11.76737 0.00
H 27.75795 -25.51412 -12.63481 0.01
H 27.48368 -25.59126 -10.70371 -0.04
B 24.49812 -25.98108 -9.09544 -0.45
H 23.73184 -25.33450 -8.46935 -0.01
H 25.47181 -25.30087 -9.26113 -0.03
H 24.78570 -26.97935 -8.47837 -0.02
H 24.03772 -26.29513 -10.16486 -0.01
C 25.85390 -31.91901 -8.57918 -0.09
O 24.50325 -31.59064 -8.27017 -0.21
P 24.02920 -30.07780 -8.30147 0.36
O 24.74119 -29.30642 -9.32063 -0.27
O 22.48677 -30.28173 -8.51358 -0.19
C 21.67847 -29.09689 -8.63379 -0.06
O 24.20634 -29.56628 -6.82246 -0.21
C 23.86287 -30.42780 -5.71976 -0.06
H 25.89650 -33.00434 -8.59682 0.09
H 26.63473 -31.52502 -7.92546 0.10
H 26.09051 -31.53656 -9.57587 0.08
H 20.63976 -29.28395 -8.86743 0.08
H 22.10716 -28.32050 -9.27450 0.10
H 21.69002 -28.61002 -7.65038 0.09
H 22.83056 -30.76998 -5.80394 0.09
H 23.92490 -29.78438 -4.84775 0.09
H 24.53415 -31.27913 -5.69272 0.09
C 23.05988 -30.84068 -12.19231 -0.07
O 23.63863 -30.23200 -13.34584 -0.20
P 24.14010 -28.73837 -13.24053 0.36
O 24.59802 -28.29391 -11.92495 -0.28
O 25.22426 -28.73911 -14.37843 -0.20
C 25.67163 -27.46848 -14.90528 -0.06
O 22.93426 -27.85486 -13.76501 -0.21
C 22.29791 -28.21630 -14.99474 -0.08
H 22.26801 -31.50574 -12.52419 0.09
H 22.61370 -30.10983 -11.51874 0.08
H 23.84685 -31.38942 -11.68373 0.09
H 25.21302 -26.60708 -14.42354 0.09
H 25.45423 -27.47959 -15.97206 0.09
H 26.74849 -27.41748 -14.76767 0.09
H 22.91861 -28.85370 -15.62362 0.09
H 22.21641 -27.27503 -15.54617 0.09
H 21.29637 -28.62149 -14.88676 0.09
C 21.54399 -25.27483 -7.31099 -0.10
O 20.45347 -25.80544 -6.52515 -0.20
P 19.07942 -26.00252 -7.29486 0.35
O 18.75316 -24.97295 -8.27342 -0.21
O 19.17902 -27.51468 -7.75912 -0.22
C 18.00786 -28.26618 -8.00372 -0.11
O 18.05070 -26.15006 -6.08702 -0.22
C 17.49378 -24.94532 -5.53998 -0.09
H 21.56391 -25.49501 -8.37641 0.07
H 22.43581 -25.65487 -6.82639 0.06
H 21.54632 -24.18339 -7.27383 0.10
H 17.67888 -28.86344 -7.15542 0.09
H 18.15775 -28.89293 -8.88454 0.09
H 17.14513 -27.65572 -8.29284 0.09
H 16.41858 -25.11742 -5.50019 0.09
H 17.77383 -24.05001 -6.08625 0.08
H 17.79681 -24.82840 -4.49718 0.09
C 25.35949 -25.11932 -5.70518 -0.22
C 25.68650 -26.57653 -5.51739 -0.22
O 27.00360 -26.91187 -5.89937 -0.07
O 26.44284 -24.33538 -5.18219 -0.06
H 24.39673 -24.82894 -5.28295 0.12
H 25.35583 -24.93798 -6.78662 0.09
H 24.95480 -27.20919 -6.01855 0.10
H 25.57612 -26.83148 -4.45103 0.12
H 27.61390 -26.17847 -5.70510 0.07
H 26.36679 -23.46848 -5.58841 0.09
C 23.36396 -24.17950 -12.78467 -0.25
C 22.22602 -23.80250 -11.87182 -0.18
O 22.74548 -23.64707 -10.52346 -0.11
O 24.21468 -23.06081 -13.01100 -0.06
H 22.92307 -24.37738 -13.77149 0.12
H 23.93642 -25.06341 -12.49081 0.10
H 21.56949 -24.67882 -11.81394 0.12
H 21.72242 -22.87352 -12.10505 0.13
H 23.08788 -24.51536 -10.28245 0.01
H 24.43210 -22.79422 -12.10842 0.05
C 27.49089 -22.37683 -10.70807 -0.24
C 26.31618 -22.96012 -9.95723 -0.25
O 25.16594 -22.11159 -10.13390 -0.08
O 27.97660 -21.20057 -10.07642 -0.07
H 27.17229 -22.08845 -11.71422 0.13
H 28.26809 -23.13973 -10.74582 0.11
H 26.56721 -22.91072 -8.89046 0.11
H 26.11734 -23.98710 -10.26838 0.06
H 24.39910 -22.70353 -10.15404 0.04
H 27.43736 -20.44771 -10.32790 0.08
C 29.14885 -25.32958 -7.98671 -0.17
C 29.01023 -26.75321 -8.42440 -0.21
O 27.64678 -27.17395 -8.45612 -0.18
O 29.18523 -25.30183 -6.51823 -0.10
H 28.24262 -24.76258 -8.19333 0.12
H 30.09532 -24.91020 -8.32452 0.13
H 29.59963 -27.47197 -7.85062 0.13
H 29.33962 -26.83183 -9.46374 0.12
H 27.27885 -27.11420 -7.54283 0.05
H 29.24830 -24.37099 -6.28491 0.09

***

7
Properties=species:S:1:pos:R:3:lowdin_charge:R:1 method="wB97M-V/def2-TZVPD" lumo_energy_ev="-3.955 / -3.932" gap_ev="5.492 / 5.523" e_homo_ev="-9.4475 / -9.4544"
C -1.23160 0.46741 0.10139 -0.08
C -0.34844 -0.38731 -0.23551 -0.63
S 1.26686 -0.72413 0.48215 0.62
Br 4.30094 -0.15632 0.23651 -0.17
H -2.23374 0.63447 -0.41994 0.10
H -1.10497 1.24165 0.89394 0.08
H -0.64904 -1.07577 -1.05854 0.07

***

23
Properties=species:S:1:pos:R:3:mulliken_spin:R:1 method="wB97M-V/def2-TZVPD" s_squared=0.76 spin_multiplicity=2 lumo_energy_ev="3.547 / 3.381" gap_ev="2.667 / 6.989" e_homo_ev="0.8805 / -3.6081" total_charge=-1
C -0.56018 -0.63244 1.84001 0.24
C 1.14738 3.28253 1.12140 0.20
C -0.18717 2.99303 0.71157 0.18
C 1.80839 2.40026 1.91444 -0.22
C -0.65499 1.65380 0.90548 0.25
C 1.20973 1.20931 2.32090 0.62
C -0.12155 0.83727 1.89401 -0.37
H 1.51836 4.25343 0.81557 0.02
H -0.66532 3.54491 -0.08476 0.02
H 2.92126 2.41006 2.05972 -0.01
H -1.57646 1.50206 0.34949 0.01
H 1.66617 0.61888 3.13583 0.10
H 0.15684 -1.43534 2.06851 -0.13
H -1.06016 -0.95543 0.81349 0.06
H -1.41693 -0.66273 2.49679 -0.05
C -1.21519 -2.81419 -2.71784 0.13
C 0.22438 -2.41550 -2.95610 0.12
H -1.34122 -3.40154 -1.77649 -0.01
H -1.91561 -2.01676 -2.57295 -0.07
H -1.53287 -3.52136 -3.56140 -0.02
H 0.97911 -2.87590 -2.36342 -0.07
H 0.30465 -1.50787 -2.36658 0.00
H 0.31140 -2.46648 -4.04767 -0.02

***

8
Properties=species:S:1:pos:R:3:lowdin_charge:R:1 method="wB97M-V/def2-TZVPD" lumo_energy_ev=0.248 gap_ev=10.214 e_homo_ev=-9.9655
C -0.24760 -0.14171 0.29015 0.06
C -1.47773 -0.63274 0.21195 -0.21
C -3.02824 0.69150 0.13524 -0.81
O -2.79808 1.82999 -0.09097 0.02
F -1.86494 -1.89091 -0.11846 0.00
Br -4.59872 -0.20324 0.01818 0.84
H 0.40446 -0.96903 0.21814 0.06
H -0.01654 0.81251 0.55934 0.04

***

17
Properties=species:S:1:pos:R:3:lowdin_charge:R:1 method="wB97M-V/def2-TZVPD" smiles="CCC(=O)CC=O.[H][H]" lumo_energy_ev=0.718 gap_ev=10.467 e_homo_ev=-9.7492
C -2.25071 -0.55896 -0.32458 -0.10
C -1.11341 0.44550 -0.44812 -0.20
C 0.26372 -0.16992 -0.61324 -0.44
O 0.44326 -1.33643 -0.87648 0.08
C 1.44487 0.79271 -0.51552 -0.08
C 2.42777 0.52391 0.60866 -0.24
O 2.33142 -0.32904 1.45287 0.04
H -3.21749 -0.05908 -0.44201 0.07
H -2.16388 -1.33931 -1.08493 0.08
H -2.23823 -1.04732 0.65418 0.06
H -1.25556 1.08203 -1.33589 0.13
H -1.09258 1.13716 0.40449 0.12
H 1.11765 1.83640 -0.41635 0.12
H 2.01705 0.72994 -1.44989 0.13
H 3.29552 1.21793 0.60519 0.12
H -0.34057 -1.41002 2.04158 0.06
H 0.33119 -1.51552 1.74004 0.05

***

13
Properties=species:S:1:pos:R:3:lowdin_charge:R:1 method="wB97M-V/def2-TZVPD" smiles=C#C[C@@H](C)CF lumo_energy_ev=0.996 gap_ev=11.162 e_homo_ev=-10.1668
C 2.45918 -0.40655 -0.15554 0.13
C 1.34429 -0.26210 0.24037 -0.12
C -0.06535 0.07682 0.48631 -0.34
C -0.49149 1.13561 -0.64026 -0.08
C -1.06709 -1.05067 0.57602 -0.27
F -1.08755 -1.87003 -0.43890 0.03
H 3.29440 -0.48041 -0.71768 0.00
H -0.03974 0.60453 1.52341 0.17
H -0.24256 0.78535 -1.73943 0.11
H -1.47219 1.65005 -0.56112 0.07
H 0.29632 2.00839 -0.59154 0.10
H -0.91824 -1.60128 1.42968 0.10
H -2.00997 -0.58972 0.58868 0.11